1.
DFT (ωB97M-V/def2-TZVPD) results for a 2-piece molecular cluster, C36H37N3O8S2 overall.

Values from the calculation:
Gap between HOMO and LUMO = 0.1067 Ha
Total charge = 0

Element x y z (Å)
1 C -3.31706 2.98230 2.00163
2 H -2.39694 3.52671 1.78371
3 H -0.79367 -2.97701 -2.33642
4 H -3.98657 -5.79138 -0.52426
5 H 4.54037 0.98472 4.63959
6 C 2.43198 -3.70405 -1.51660
7 H 0.14432 4.69751 1.62823
8 C 3.45595 -4.54444 -1.95460
9 C -2.68654 -3.45705 0.47911
10 H 4.37299 -4.61989 -1.36931
11 H 0.28913 -1.84929 -1.54139
12 C -0.96321 -4.87419 -0.36216
13 H 4.57545 4.84611 -4.88291
14 H 0.17998 -4.20298 -4.01442
15 C -2.36455 -0.54978 0.92171
16 C -2.27976 0.82207 1.08685
17 C -3.83354 -3.00161 -0.43320
18 H -4.70705 -3.64322 -0.26784
19 S 1.88884 4.54830 -0.81633
20 C -3.38212 1.59283 1.65611
21 C 2.12153 -5.17156 -3.87870
22 H 2.52725 -3.11403 -0.60420
23 C 1.10539 -4.32194 -3.44925
24 C -4.40248 3.64920 2.59102
25 N -2.24478 -4.78790 0.09961
26 O 3.09531 4.99018 -0.13117
27 H -0.34147 -0.94810 0.25978
28 N -6.94940 0.95247 2.68856
29 C -3.11539 -5.93428 0.12376
30 H 0.10251 3.20299 2.67385
31 O 0.51938 2.84075 0.71936
32 H 0.40584 3.12040 -2.73360
33 C 4.00792 2.23524 1.52777
34 H 1.72165 3.94342 2.21508
35 H 1.98776 -5.74442 -4.79455
36 H -3.48092 -6.12840 1.13681
37 C 4.67142 1.63458 3.77297
38 O 0.67094 5.34252 -0.72387
39 H -2.55589 -6.80087 -0.22387
40 H -4.34658 4.70052 2.88019
41 C -1.32823 -1.36529 0.48305
42 C 0.65934 3.77586 1.92470
43 H -3.54816 -3.07270 -1.48778
44 C 1.48993 2.91400 -0.17370
45 C 1.23584 -3.65915 -2.23305
46 H -3.31134 -1.03704 1.14750
47 O -7.91895 1.60450 3.14371
48 C 3.27574 -5.33205 -3.09828
49 C 5.53802 2.73466 3.80129
50 C 3.66913 4.44599 -4.43391
51 H -3.47154 -2.46087 2.26693
52 H 4.05695 -6.02799 -3.41532
53 H 3.28196 0.48803 2.57119
54 C 3.40628 4.73463 -3.09647
55 C 1.59351 3.16245 -4.57434
56 H -6.49741 3.48260 3.26850
57 H 0.88249 2.54857 -5.13021
58 C -5.71331 1.63881 2.49884
59 S 2.99342 1.88077 0.05700
60 O 2.57916 0.48621 0.23696
61 C 3.93790 1.35713 2.61968
62 H 6.45922 4.32320 2.62570
63 C -0.36236 -3.47768 -0.30268
64 N -1.44497 -2.69776 0.31200
65 H 4.07011 5.35017 -2.48979
66 C 5.72668 3.51318 2.65131
67 H -4.14114 -1.97509 -0.22494
68 C -3.20746 -3.46083 1.92086
69 H 6.06496 2.98407 4.72414
70 H -4.79908 -0.08837 1.70956
71 O 3.77690 2.26911 -1.10773
72 C -5.61593 2.99637 2.84175
73 O -0.41021 -5.89934 -0.73747
74 C 0.06685 -2.91683 -1.66156
75 H 3.00622 3.36531 -6.18103
76 C 4.95821 3.26553 1.50740
77 H 0.52870 -3.51517 0.35231
78 H -1.33876 1.26772 0.76073
79 C 1.31483 3.45275 -3.23950
80 H 5.05200 3.87718 0.60877
81 H -4.11166 -4.07579 1.99308
82 C -4.62089 0.95524 1.93704
83 C 2.23874 4.22198 -2.53699
84 C 2.77236 3.65128 -5.15626
85 H -2.44795 -3.86454 2.59784
86 O -7.01409 -0.26725 2.39209

Atomic forces in eV per Å
0.104 -0.584 -0.283
-0.191 -0.102 0.099
0.067 0.001 -0.048
0.152 -0.020 0.001
0.186 0.246 -0.155
-0.030 -0.437 -0.299
0.338 -0.115 0.306
-0.168 -0.152 0.077
-1.188 -0.636 0.247
-0.210 0.017 -0.224
0.127 -0.134 0.015
0.369 -1.055 -0.290
-0.193 -0.205 -0.085
0.255 -0.160 0.065
-1.360 1.395 0.633
0.295 -1.454 -0.294
0.044 0.136 -0.445
0.258 0.123 -0.015
-0.081 -2.134 1.488
-1.419 0.811 0.720
0.170 -0.106 0.263
0.170 -0.131 -0.213
0.159 -0.250 0.275
-0.229 -0.271 0.068
0.424 0.009 -0.197
-0.131 1.022 -0.805
-0.176 -0.027 0.087
-3.033 -1.624 0.552
-0.485 -0.187 0.163
0.205 0.460 0.301
-1.241 1.101 3.041
0.391 -0.018 -0.208
0.525 -0.634 -0.103
-0.755 -0.221 -0.385
0.120 0.130 0.171
0.103 -0.035 -0.091
-0.008 0.221 -0.194
0.389 -0.035 -0.188
0.052 0.135 0.018
0.274 -0.342 -0.267
0.638 -2.234 -0.582
-0.488 -1.321 -1.126
-0.008 0.035 0.132
2.855 -0.637 -1.904
0.157 0.138 -0.032
0.608 0.346 0.004
2.113 -1.383 -0.978
-0.098 0.430 -0.235
-0.047 -0.070 -0.109
-0.290 -0.112 0.127
0.010 -0.230 0.014
-0.279 0.264 0.123
0.143 0.279 -0.039
-0.515 -0.142 -0.117
0.083 0.172 0.348
0.507 -0.043 -0.145
0.345 0.189 -0.027
2.099 0.885 -0.545
-1.648 1.523 -0.876
0.048 0.430 0.115
-0.236 0.523 -0.044
-0.260 -0.248 0.144
0.782 -0.336 0.357
0.417 2.862 0.004
-0.138 -0.267 -0.132
-0.355 -0.213 -0.132
-0.019 -0.227 -0.133
0.325 -0.075 0.417
-0.025 -0.137 -0.306
0.020 0.157 0.013
0.286 -0.652 0.578
0.217 -0.552 -0.288
-0.570 1.318 0.379
-0.489 0.371 -0.199
-0.056 0.191 0.160
-0.308 -0.030 0.159
-0.516 0.091 -0.087
-0.059 0.594 0.323
0.289 0.374 -0.311
-0.018 -0.198 0.320
0.255 0.100 -0.087
-0.333 0.325 0.133
0.124 0.437 0.272
0.023 -0.195 0.006
-0.109 0.032 -0.067
0.242 2.495 0.574

2.
DFT (ωB97M-V/def2-TZVPD) results for C36H37N9O3STc as an isolated structure.

Values from the calculation:
Gap between HOMO and LUMO (alpha / beta) = 0.1916 / 0.1911 Ha
Expectation value of S² = 3.7969
Total charge = +4
Spin multiplicity = 4

Element x y z (Å)
1 C -0.41372 0.06188 4.10013
2 H -2.20969 0.13882 5.40619
3 H 4.93956 2.26671 -5.82432
4 C 3.81392 2.08546 -4.01365
5 C 3.06240 0.51309 6.92922
6 H 4.51889 -1.04400 -4.61403
7 H -4.81769 0.33950 -3.39198
8 H -2.56538 1.68627 3.17479
9 Tc -0.81355 0.65140 -0.13100
10 C -1.04771 0.28520 2.70170
11 H -1.27553 -1.45548 -4.71736
12 H 0.39875 -0.65544 3.98177
13 H -2.95455 3.92792 2.56666
14 H 3.85183 0.86574 -5.80292
15 C -1.44838 -0.84672 -3.83347
16 O -2.47042 -1.54260 -3.08505
17 N -2.63374 1.31888 -1.06585
18 C -3.10778 -1.57544 -0.65527
19 C -0.06823 -0.63487 -3.15241
20 C -3.21980 0.53617 -1.96045
21 H 4.47619 2.74887 -3.45741
22 H -4.39681 -3.11809 -1.44750
23 C 2.51484 -3.40029 -3.33138
24 S 0.59988 -0.92576 0.83574
25 O -2.30250 -1.28628 3.90650
26 H -0.35308 1.68341 5.43627
27 O 5.62553 0.69378 -4.75185
28 C 4.51971 0.01606 -2.72583
29 H -3.86824 -3.01301 2.82100
30 C -2.08290 -0.89352 2.71538
31 N 0.02108 0.38256 -2.01854
32 H 3.37340 -3.65245 -3.94042
33 N -0.01356 0.38838 1.69661
34 C 1.76585 0.67204 6.46125
35 C 4.54027 1.47075 -5.19892
36 H 3.22945 0.16597 7.93968
37 N -1.99820 1.80096 1.25129
38 C 1.60185 1.13360 5.16863
39 N 1.26264 0.90061 -1.92460
40 H -4.88087 3.79490 -0.84116
41 H 6.07858 -1.01378 -3.76903
42 H 2.91198 2.61849 -4.30735
43 C -2.60167 -0.85599 -1.90739
44 C -2.85282 2.67542 0.83301
45 H 5.22006 0.55678 -2.08887
46 C 0.67860 -1.90619 -2.82846
47 H 5.14736 0.70655 6.48220
48 C -2.80428 -1.53469 1.64170
49 H -0.63523 -2.59271 -1.25423
50 C -3.66595 -2.61620 1.83476
51 N -2.54759 -1.04471 0.41829
52 C -1.52454 -0.56439 4.92920
53 C 2.27621 0.90152 -2.56473
54 H -1.84229 0.12517 -4.14861
55 H -1.20429 -1.31400 5.64724
56 H -1.58373 -0.69082 -1.56722
57 N 0.20263 1.30690 4.66247
58 H 2.10811 -1.58597 -4.39696
59 C -4.37318 2.91104 -1.20350
60 C -3.97158 -2.67506 -0.55487
61 H 0.92091 0.46337 7.11005
62 C -4.35513 0.96641 -2.64014
63 H -4.90976 -4.03880 0.80966
64 C 2.10920 -4.25389 -2.31751
65 C 0.26695 -2.78389 -1.82495
66 H -5.74776 2.58561 -2.82910
67 H 0.18300 2.02986 3.93215
68 H 2.65386 -5.16859 -2.12682
69 C -4.24812 -3.18853 0.70273
70 C 3.93608 1.28693 4.81431
71 H -4.52314 3.30425 1.99975
72 H -3.71620 4.59188 1.11986
73 N 3.42726 0.98421 -3.06795
74 N -1.71900 1.59275 2.61439
75 C 4.13964 0.82062 6.10620
76 C -3.54238 3.67622 1.68531
77 C 0.98055 -3.94471 -1.56752
78 C -3.25857 2.40803 -0.57166
79 C 2.64628 1.44863 4.32336
80 C 1.80359 -2.23263 -3.57969
81 C -4.88142 2.20305 -2.30420
82 H 0.64442 -4.62843 -0.79868
83 H 0.46986 -0.13377 -3.96611
84 H 2.47318 1.82131 3.32012
85 H 4.78243 1.53893 4.19051
86 C 5.19767 -0.42353 -4.01512
87 H 4.07650 -0.81759 -2.18399

Atomic forces in eV per Å
0.001 0.027 -0.015
0.003 0.007 0.003
0.004 0.002 -0.004
-0.036 -0.038 0.049
0.026 0.002 -0.001
-0.008 0.003 -0.002
-0.001 0.003 0.004
0.002 0.010 0.005
-0.080 -0.011 0.010
0.031 0.031 0.003
0.012 0.007 -0.016
0.013 0.015 -0.073
0.000 0.000 -0.003
-0.001 -0.003 0.002
-0.016 -0.006 0.029
-0.011 -0.014 -0.023
0.035 -0.020 0.032
-0.014 -0.016 0.048
-0.039 0.035 0.036
-0.007 0.043 0.009
0.012 0.002 -0.008
0.002 0.002 0.003
0.001 -0.002 0.007
-0.035 -0.002 -0.014
-0.001 -0.014 0.060
-0.040 0.002 -0.029
0.005 0.003 0.003
-0.067 0.033 0.003
0.010 0.012 0.005
0.009 0.010 -0.043
-0.003 -0.030 -0.082
-0.004 0.001 0.000
-0.040 -0.026 0.035
-0.004 0.014 -0.001
0.008 -0.004 -0.008
-0.003 0.000 -0.005
0.005 0.009 0.049
-0.039 0.011 0.029
0.054 0.110 -0.053
0.004 -0.002 -0.001
0.006 -0.001 -0.002
0.007 0.010 -0.005
0.016 0.037 0.017
0.004 0.008 0.030
0.014 -0.005 -0.006
0.011 -0.015 -0.014
-0.003 0.001 -0.002
0.013 0.033 0.008
0.018 -0.007 -0.006
-0.003 0.002 -0.033
-0.015 -0.017 -0.019
0.004 -0.044 0.018
0.022 -0.176 0.080
0.008 0.006 -0.002
0.006 0.000 0.010
0.047 -0.040 -0.022
-0.058 -0.010 0.040
-0.007 0.001 0.001
0.016 -0.007 0.004
-0.001 0.002 -0.001
0.004 0.004 -0.004
0.004 -0.024 -0.013
0.003 0.007 -0.002
0.000 0.003 -0.004
-0.008 -0.004 0.008
0.005 -0.007 -0.001
0.092 -0.012 -0.032
0.000 0.001 0.001
-0.013 -0.019 0.010
-0.016 0.007 -0.030
0.003 0.004 -0.001
0.000 0.000 -0.001
0.022 0.109 -0.062
-0.039 -0.011 -0.013
-0.006 -0.012 0.032
0.002 -0.014 0.007
-0.001 -0.005 0.006
-0.026 0.014 -0.029
0.044 -0.023 0.013
0.020 0.007 -0.003
-0.015 0.009 -0.006
0.001 0.004 -0.002
0.015 -0.016 -0.011
-0.003 0.001 0.004
-0.004 0.000 -0.001
0.011 -0.005 -0.002
0.013 -0.005 -0.002

3.
DFT (ωB97M-V/def2-TZVPD) results for C36H37NP2PdS as an isolated structure.

Values from the calculation:
Gap between HOMO and LUMO (alpha / beta) = 0.2060 / 0.2110 Ha
Expectation value of S² = 2.0230
Total charge = 0
Spin multiplicity = 3

Element x y z (Å)
1 C -5.27606 1.61582 1.01490
2 H 2.02924 2.78509 -3.24806
3 C 1.20599 0.82263 -2.87637
4 C -2.07504 1.68694 -2.65346
5 C -1.19406 2.17356 5.86580
6 H -0.01862 -1.85651 2.72031
7 H 2.04612 0.15001 -3.10515
8 H -0.78323 -3.60758 -5.19188
9 C 1.76991 0.74693 0.49678
10 H 1.28017 2.19288 1.95843
11 C -4.69517 0.34941 0.93516
12 H 2.45455 2.11708 -1.70936
13 C 1.06443 -3.04372 -4.19136
14 C -1.45817 1.47806 -1.30445
15 C -1.00668 -1.49375 2.40880
16 H -2.47872 2.71831 -2.73287
17 H 4.19935 0.20678 -1.14414
18 C -1.09939 1.46247 -3.83835
19 C -0.44711 -4.24153 0.31737
20 P 1.48005 -0.68400 -0.63369
21 S -0.22121 -5.83417 0.30547
22 H 1.92909 0.81980 6.10432
23 H -1.67870 1.00165 -4.64948
24 Pd -0.68780 -0.92058 0.33682
25 H -2.94664 -0.82228 1.35640
26 C -0.58776 -2.03053 -2.22352
27 C 0.96792 1.09760 5.67451
28 C -3.15148 2.56246 1.74494
29 C -4.52779 2.69577 1.49177
30 H -2.56808 3.44924 2.00435
31 C 5.46253 -1.51307 -0.83105
32 H -0.79556 2.43251 -4.23478
33 P -0.76792 0.83449 2.01624
34 H -5.24367 -0.52465 0.57703
35 C 1.63176 -2.42321 -3.06379
36 C -0.47024 2.28290 -0.88724
37 C 3.07822 -1.51799 -0.36825
38 H 1.70847 -3.37369 -5.01722
39 C -0.32267 -3.19406 -4.29692
40 C -1.51337 1.81407 4.56261
41 H -1.67150 -2.35533 2.24165
42 H -2.02334 0.81073 -0.65700
43 H 0.29965 2.14823 7.43623
44 H -2.48051 2.07346 4.12906
45 C -0.53808 1.15937 3.78698
46 C 3.18633 -2.80876 0.18524
47 C 5.56105 -2.82510 -0.35231
48 H -5.03066 3.64347 1.66960
49 C 0.79761 -1.86150 -2.07524
50 H 6.35657 -1.02944 -1.22509
51 H 2.79994 1.12802 0.46513
52 C -1.16344 -2.72728 -3.28070
53 H -0.09123 3.52412 -2.57659
54 H 1.39476 0.17003 3.76434
55 C 1.61695 2.19950 -2.40696
56 H -0.40557 2.62603 0.14562
57 C -2.55213 1.28358 1.67223
58 H -1.28995 -1.54882 -1.50853
59 C 0.67111 0.72938 4.36681
60 C 0.48080 3.02337 -1.78023
61 H 2.30239 -3.30839 0.60424
62 H -1.47218 -0.93127 3.24206
63 H -2.93529 1.02133 -2.79405
64 H 2.71592 -2.35747 -2.96695
65 H -6.31353 1.73312 0.70757
66 C 4.24166 -0.83568 -0.80887
67 C 4.42394 -3.44962 0.18829
68 H 6.51553 -3.36311 -0.38345
69 C -3.37430 0.18927 1.33837
70 H 0.00974 -0.39012 -4.06229
71 C 0.05478 0.56630 -3.54154
72 H -2.25143 -2.85740 -3.30488
73 H -1.91428 2.73566 6.46049
74 C 0.04941 1.84846 6.42042
75 H 0.92717 3.82512 -1.17738
76 C 0.91586 1.30624 1.42815
77 H 4.52476 -4.44834 0.61273
78 N -0.63117 -3.06229 0.34627

Atomic forces in eV per Å
0.169 -0.279 0.047
-0.195 -0.261 0.096
0.035 1.081 -1.905
0.101 -0.465 -0.943
0.163 0.079 0.432
-0.275 0.251 -0.120
-0.463 0.126 0.454
0.279 -0.167 0.153
-0.318 0.034 1.332
0.163 -0.222 -0.037
0.172 0.306 0.202
-0.123 -0.045 0.116
-0.095 0.154 -0.002
-0.365 1.080 -0.079
-0.574 -0.001 1.639
0.201 -0.481 0.239
-0.102 -0.442 -0.033
-0.710 0.052 -0.256
-0.439 2.620 0.100
-1.640 -0.717 0.426
0.141 -0.487 -0.011
-0.249 0.021 -0.041
0.195 0.078 0.094
0.143 -0.542 3.093
-0.301 0.535 -0.143
-0.135 0.359 0.081
-0.167 0.103 0.106
-0.184 -0.504 -0.001
0.294 -0.178 -0.113
-0.144 -0.325 -0.010
0.122 -0.191 0.134
0.298 -0.018 0.090
0.701 -1.783 -1.832
0.065 0.359 0.193
-0.626 0.076 0.283
-0.704 0.390 0.229
0.555 0.372 0.081
-0.262 0.038 0.465
-0.100 0.191 0.041
0.608 -0.093 -0.361
0.324 0.477 -0.402
-0.030 0.671 0.193
-0.106 -0.024 -0.222
0.344 -0.063 0.208
-0.103 -0.322 0.146
-0.097 0.253 -0.268
-0.521 0.050 0.112
0.247 -0.037 -0.248
0.270 -0.852 -0.896
-0.248 -0.011 0.109
-0.401 0.236 0.145
0.533 0.198 0.117
0.197 -0.079 0.118
-0.278 0.235 0.271
-0.019 -0.093 0.040
0.213 -0.907 -0.200
-0.238 0.950 0.014
0.331 -0.412 -0.770
-0.132 0.512 -0.081
-0.425 0.953 -0.017
0.332 0.199 -0.355
0.274 -0.655 -0.171
0.164 0.034 0.203
-0.192 0.041 -0.082
0.187 0.145 0.201
-0.181 -0.746 0.151
0.461 0.166 -0.099
-0.407 0.292 0.023
0.469 -0.310 -0.108
0.017 0.118 0.271
1.280 -0.252 -0.438
0.489 0.050 -0.159
0.147 -0.179 -0.134
-0.093 -0.301 -0.428
-0.011 -0.047 -0.242
0.671 1.228 -0.484
-0.141 0.222 -0.119
0.441 -2.844 -0.632

In kcal/mol, the ΔE to the lowest compared entry with this formula, charge and spin values for the records above are, in order, 7.5; 168.7; 105.0.